Here is a 2-piece molecular cluster, C2H8O2 overall at a distorted geometry from the Open Molecules 2025 dataset. Energies are from ωB97M-V with the def2-TZVPD basis set.

Geometry as XYZ:
```
12
Properties=species:S:1:pos:R:3:forces:R:3
C -1.1056 -2.0832 -0.0421 0.1 1.5 1.0
O -1.0949 -0.9331 -0.9213 -0.3 0.3 -0.2
H -1.9229 -0.4761 -1.1642 0.3 -1.0 0.7
H -0.5703 -1.7198 0.9215 -0.3 -1.1 -1.7
H -2.0902 -2.4013 0.3601 0.3 0.2 -0.8
H -0.6175 -2.8694 -0.6488 -0.1 0.2 1.0
C 1.4780 1.6820 -0.0325 3.1 1.2 2.3
O 0.9069 1.7298 1.2699 4.4 -2.3 0.1
H 0.1903 2.2439 1.3431 -4.1 3.0 0.0
H 0.8566 1.1656 -0.5871 -3.0 -3.3 -3.0
H 2.4222 1.0405 0.1574 -1.2 1.6 -0.9
H 1.5473 2.6211 -0.6559 0.8 -0.3 1.4
```
Forces are in eV/Å.

Computed properties:
Kohn-Sham gap	10.9465	eV
charge	0

Atomic partial charges in e from the natural (NBO) method, atoms 1 to 4:
1 C -0.26
2 O -0.77
3 H 0.48
4 H 0.18



Here is a 8-piece molecular cluster, C38H72N8O6 overall at a distorted geometry from the Open Molecules 2025 dataset. Energies are from ωB97M-V with the def2-TZVPD basis set.

Geometry as XYZ:
```
124
Properties=species:S:1:pos:R:3:forces:R:3
C 11.8629 5.5405 1.7155 -0.4 1.2 0.9
C 10.8762 6.2836 2.7344 -0.5 -2.5 -1.1
C 9.3593 6.3468 2.1645 1.3 -0.2 -0.1
C 8.8002 5.0751 1.5741 0.4 -0.3 0.2
N 8.4283 4.1331 1.0078 0.4 1.2 0.8
H 11.5023 4.6572 1.1885 -0.7 0.2 0.2
H 12.7085 5.1746 2.2979 0.2 0.3 -0.1
H 12.1856 6.2701 0.9728 0.2 -0.2 -0.1
H 11.2982 7.2154 3.1108 -0.4 0.4 -0.8
H 10.9449 5.6787 3.6385 -0.7 -0.3 0.1
H 9.3582 6.9969 1.2896 0.1 0.3 0.1
H 8.6905 6.7913 2.9015 -0.1 -0.3 -0.1
C -2.7447 -2.3949 -5.8695 -0.8 1.2 0.4
O -2.4409 -3.4984 -5.0949 0.8 -1.7 -0.2
C -3.4492 -3.9123 -4.1821 0.5 1.5 -0.2
C -3.4068 -5.3307 -3.8111 1.2 -2.9 0.5
N -3.1587 -6.4137 -4.7900 -0.6 1.3 0.3
C -4.1013 -6.2520 -5.8759 0.1 -0.7 -0.5
C -4.1252 -7.4799 -6.7870 -1.1 0.1 -1.2
O -5.3332 -7.3993 -7.5228 -2.0 -0.7 -1.0
C -5.7099 -8.6492 -8.1724 0.9 0.6 1.4
H -1.9990 -2.0475 -6.5845 0.4 -1.0 0.0
H -2.8155 -1.5388 -5.1986 -0.6 0.4 0.0
H -3.6806 -2.5707 -6.3999 -0.2 0.3 -0.1
H -4.4664 -3.6681 -4.4884 0.1 0.5 -0.4
H -3.1928 -3.4596 -3.2243 -0.6 0.8 0.1
H -4.3602 -5.5426 -3.3272 0.0 -0.1 0.3
H -2.5982 -5.4949 -3.0988 -0.1 0.2 0.4
H -2.2090 -6.2691 -5.1018 0.1 -0.1 -0.3
H -3.9622 -5.3517 -6.4744 0.4 0.1 -0.3
H -5.0870 -6.0649 -5.4500 -0.2 -0.6 0.1
H -4.1310 -8.4618 -6.3137 0.5 0.2 0.7
H -3.3964 -7.4696 -7.5974 1.0 0.1 0.5
H -6.7460 -8.6684 -8.5104 0.2 0.6 -0.1
H -5.6258 -9.4254 -7.4117 -0.1 -0.3 0.1
H -5.0075 -8.9192 -8.9610 -0.1 0.2 -0.3
C -7.1449 0.0325 6.2901 0.8 -0.1 0.4
O -6.4214 0.2899 5.0951 -0.4 -0.1 1.1
C -7.2560 0.2881 3.9630 0.5 -1.2 0.7
C -6.4036 0.7300 2.8293 -1.2 1.4 -0.4
N -7.3046 1.0924 1.7014 1.8 0.4 1.8
C -6.4376 1.5946 0.6548 -2.6 -0.2 -0.6
C -7.2723 2.2667 -0.4758 2.0 -0.3 -0.8
O -7.6990 1.3393 -1.4525 0.1 -0.6 -0.8
C -7.7891 1.7563 -2.8270 -0.6 -0.1 0.7
H -7.5218 -0.9858 6.3863 -0.3 -0.2 -0.5
H -7.9587 0.7383 6.4566 -0.1 0.1 -0.2
H -6.4427 0.1138 7.1198 0.1 0.3 -0.1
H -8.1448 0.8951 4.1354 0.1 0.5 -0.3
H -7.6088 -0.7325 3.8149 -0.3 -0.3 -0.2
H -5.5049 0.1458 2.6313 -0.4 -1.2 -0.4
H -5.8773 1.6149 3.1873 -0.5 0.7 -0.1
H -8.0226 0.4058 1.5193 0.5 -0.2 -0.6
H -5.8197 0.7772 0.2831 0.3 0.2 -0.6
H -5.8132 2.3543 1.1249 0.0 0.1 -0.1
H -6.4854 2.8648 -0.9354 -0.3 0.8 -0.3
H -8.1231 2.8727 -0.1644 0.2 0.1 0.5
H -8.2540 0.9069 -3.3275 -0.1 0.2 -0.1
H -6.8852 2.0049 -3.3831 0.8 -0.3 0.6
H -8.3998 2.6503 -2.9530 -0.4 0.0 0.2
C -4.3465 5.6768 -8.7910 -1.6 0.5 -0.3
O -3.6084 6.6070 -8.0459 0.8 0.2 -1.6
C -3.7131 6.6027 -6.6559 -1.5 0.1 -0.5
C -3.0958 7.8847 -6.1606 1.3 -0.6 0.5
N -2.9147 7.9743 -4.7113 -0.2 0.3 0.0
C -2.1509 6.9387 -4.0529 0.0 -0.2 -0.1
C -0.6836 6.9246 -4.3981 -0.6 0.9 -0.5
O -0.2093 5.6975 -4.0234 2.1 -2.5 -0.4
C 0.9991 5.2631 -4.7423 -0.5 0.4 1.4
H -4.1218 5.7229 -9.8566 1.0 -0.1 0.2
H -5.3874 5.9954 -8.8472 -0.5 0.2 0.5
H -4.4165 4.6490 -8.4350 0.7 -0.1 0.3
H -3.2674 5.6537 -6.3580 -0.1 0.1 1.0
H -4.7560 6.7682 -6.3855 -0.6 -1.1 0.3
H -3.7144 8.7544 -6.3819 0.2 -0.2 -0.7
H -2.1478 7.8554 -6.6977 0.3 1.0 0.2
H -3.8399 7.8680 -4.3203 -0.3 0.5 0.2
H -2.5486 5.9566 -4.3087 0.1 -0.4 0.3
H -2.2183 7.1185 -2.9799 -0.3 -0.3 0.1
H -0.1989 7.7317 -3.8486 0.4 0.3 -0.2
H -0.5689 7.0472 -5.4751 0.2 0.3 -0.2
H 0.9000 5.3238 -5.8261 -0.2 0.2 0.0
H 1.2716 4.2447 -4.4652 -0.7 -0.2 0.0
H 1.8630 5.8159 -4.3733 0.0 0.6 -0.3
N 9.0175 -7.4275 3.5345 0.6 0.4 -1.6
C 8.0586 -6.5095 3.3665 -3.0 1.2 1.6
C 7.7618 -6.2560 2.0285 0.3 0.8 1.7
C 8.7178 -6.9643 1.3546 1.4 -1.3 -0.8
C 9.4903 -7.6431 2.2751 0.9 -1.8 -1.3
H 9.3335 -7.8286 4.4060 0.0 0.2 -0.4
H 7.5726 -6.2082 4.2826 -0.3 0.4 -0.2
H 7.1352 -5.5478 1.5068 -0.4 0.0 0.7
H 8.7690 -7.0028 0.2766 0.4 -0.2 0.1
H 10.2198 -8.4114 2.0655 0.1 0.2 0.1
N 2.4773 0.2716 0.9738 -1.0 2.0 -0.9
C 3.0467 -0.7026 1.6254 2.6 -2.1 3.0
C 2.0890 -1.5709 2.0919 0.6 -1.3 -0.7
C 0.9124 -1.2224 1.4210 -1.5 0.8 2.0
C 1.1400 0.0327 0.9715 -0.8 1.7 -2.2
H 2.9409 1.0992 0.6270 -0.2 -0.3 0.1
H 4.0861 -0.6423 1.9123 0.0 -0.1 -0.2
H 2.1081 -2.3678 2.8206 0.7 -0.2 -0.3
H -0.0561 -1.6537 1.6270 0.0 0.1 -0.2
H 0.5218 0.8809 0.7172 -0.4 -0.5 -0.5
N 4.9523 1.1761 7.0617 0.0 -0.9 -1.2
C 4.7056 2.5136 7.1540 -1.5 0.3 -2.3
C 4.8543 2.9194 8.4108 1.5 -0.4 2.4
C 5.3373 1.7718 9.0967 0.8 -1.1 1.1
C 5.3768 0.6825 8.2492 -0.4 1.3 0.7
H 4.9148 0.5895 6.2404 -0.2 0.5 0.0
H 4.2458 3.0777 6.3561 0.3 -0.3 -0.3
H 4.8233 3.8824 8.8986 -0.3 0.1 -0.5
H 5.7965 1.7058 10.0721 -0.5 0.3 0.3
H 5.5653 -0.3661 8.4259 0.2 0.2 -0.1
N 4.1376 -5.9291 10.4192 -1.2 -2.0 -2.1
C 2.9884 -5.2208 10.2026 0.9 2.8 0.6
C 2.7115 -5.1038 8.8378 0.0 -1.8 2.1
C 3.4257 -6.2037 8.2908 1.4 0.1 0.1
C 4.3407 -6.6890 9.2492 -0.5 1.2 0.0
H 4.6177 -6.0672 11.2970 -0.4 -0.1 -0.2
H 2.6360 -4.7164 11.0902 -0.3 0.5 -0.4
H 2.0628 -4.4081 8.3263 -0.3 -0.4 0.2
H 3.2446 -6.4735 7.2609 0.6 -0.4 0.1
H 5.1179 -7.4376 9.2944 -0.2 0.0 -0.5
```
Forces are in eV/Å.

Computed properties:
Kohn-Sham gap	8.3549	eV
charge	0

Atomic partial charges in e from the Löwdin method, atoms 1 to 4:
1 C -0.10
2 C -0.20
3 C -0.16
4 C -0.23



Here is an isolated ion of composition C5H15NP and charge +1 at a distorted geometry from the Open Molecules 2025 dataset. Energies are from ωB97M-V with the def2-TZVPD basis set.

Geometry as XYZ:
```
22
Properties=species:S:1:pos:R:3:forces:R:3
C -0.6634 2.0797 1.3016 -0.3 2.0 1.5
C -1.8211 0.6507 -0.5894 -1.3 -1.6 -1.0
C 1.3857 0.4467 1.2224 -1.7 2.2 -2.2
C 0.0908 -2.4993 -0.6285 1.1 -1.8 0.6
C -0.7668 0.9284 0.4324 0.7 -1.8 -1.5
N 0.2253 0.1411 0.3349 2.2 -0.2 0.3
P 0.9120 -1.0586 -1.3863 1.7 -1.4 -0.6
H -1.6724 2.4441 1.3994 -0.2 1.1 -0.1
H 0.0851 2.8306 0.8895 -1.2 -0.7 0.2
H -0.3184 1.9601 2.3629 -0.3 -0.5 -1.1
H -1.5897 -0.2533 -1.3352 -0.4 2.3 1.7
H -2.1513 1.5364 -1.0812 0.9 1.1 -1.2
H -2.8662 0.5001 -0.2858 0.4 -0.9 1.1
H 0.9684 0.4825 2.1999 0.6 0.8 0.9
H 2.0285 -0.3164 1.1523 2.3 -3.3 0.1
H 2.0176 1.2775 0.7502 -1.3 -0.3 1.3
H -0.7312 -2.9767 -1.1838 1.1 -0.2 -0.9
H 1.0232 -3.1951 -0.3254 -2.3 1.2 -1.2
H 2.2398 -0.9346 -0.9382 -0.6 0.6 0.8
H -0.4846 -2.4093 0.2776 0.4 1.2 0.8
H 0.4804 0.0885 -2.0362 -0.3 -0.1 -0.1
H 1.6081 -1.7231 -2.5330 -1.5 0.3 0.6
```
Forces are in eV/Å.

Computed properties:
Kohn-Sham gap	11.2717	eV
charge	+1

Atomic partial charges in e from the natural (NBO) method, atoms 1 to 4:
1 C -0.72
2 C -0.69
3 C -0.45
4 C -0.95



Here is an isolated ion of composition C5H13N2 and charge +1 at a distorted geometry from the Open Molecules 2025 dataset. Energies are from ωB97M-V with the def2-TZVPD basis set.

Geometry as XYZ:
```
20
Properties=species:S:1:pos:R:3:forces:R:3
C -1.2651 -0.2249 -1.6524 0.5 -1.0 0.9
C -1.2856 -1.1887 -0.4305 0.1 0.5 -0.1
C 0.1387 -1.2556 0.2033 -1.6 0.5 -2.4
C 0.8632 0.0441 0.2276 4.7 -2.6 3.9
C 0.7112 1.3275 0.9287 -2.9 2.3 0.4
N -0.4873 1.7142 1.6927 1.1 -0.7 -0.7
N 2.2873 -0.2050 0.1420 -3.9 2.2 -4.0
H -0.7438 -0.7809 -2.4266 -0.1 0.5 -0.6
H -2.2694 0.0708 -1.9363 0.1 -0.1 -0.3
H -0.7006 0.6849 -1.3915 -0.1 0.0 -0.2
H -1.4984 -2.2180 -0.7310 -0.2 0.2 -0.1
H -2.1100 -0.8699 0.2023 0.3 -0.1 0.6
H 0.1988 -1.8750 1.0984 0.2 0.6 0.5
H 0.7261 -1.8109 -0.5402 -0.1 -0.3 0.2
H 1.5105 1.4631 1.6495 0.6 -0.4 -0.2
H 0.8529 2.1481 0.2169 0.3 -0.1 -0.3
H -0.5269 1.1966 2.5546 -0.6 -0.1 0.1
H -1.3491 1.7741 1.1719 -0.1 -0.2 0.2
H 2.3562 -0.7093 -0.7542 0.7 -1.1 0.8
H 2.5910 0.7146 -0.2253 1.1 -0.1 1.2
```
Forces are in eV/Å.

Computed properties:
Kohn-Sham gap	7.8293	eV
charge	+1

Atomic partial charges in e from the natural (NBO) method, atoms 1 to 4:
1 C -0.60
2 C -0.39
3 C -0.54
4 C 0.64



| no. | calculated total energy (Eh) | HOMO (eV) |
| --- | --- | --- |
| 1 | -231.39269 | -10.15 |
| 2 | -2380.18850 | -7.94 |
| 3 | -595.24702 | -14.26 |
| 4 | -307.48598 | -14.11 |